Entry 1:
Entry from OMol25: 3 unconnected molecules or ions with the total composition C3H4N2O (ωB97M-V with the def2-TZVPD basis set).

Element x y z (Å)
C: -4.56 6.65 3.90
C: 1.04 -4.70 -2.92
C: 4.28 -3.45 -2.48
N: -4.91 6.02 4.77
N: 2.11 -4.32 -2.91
O: 5.32 -3.74 -2.85
H: -4.24 7.24 3.07
H: 0.04 -5.06 -2.92
H: 6.14 -4.13 -3.26
H: -5.22 5.49 5.59

Results
LUMO   -6.73 eV
Total energy   -8180.677 eV
Kohn-Sham gap   11.3 eV
Strongest force on any atom   2.906 eV/A
Total charge   +2
Highest occupied orbital energy   -18.03 eV

Entry 2:
Entry from OMol25: a molecular structure, C2HClF3N (ωB97M-V with the def2-TZVPD basis set).

Element x y z (Å)
C: 1.50 -0.35 0.13
C: 2.76 0.48 0.08
N: -0.16 0.47 0.50
F: 3.23 0.30 -1.16
F: 3.67 -0.09 0.85
F: 2.72 1.84 0.25
Cl: 1.52 -1.93 -0.23
H: -0.62 -0.42 0.47

Results
LUMO   -1.97 eV
Total energy   -24249.919 eV
Kohn-Sham gap   7.7 eV
Strongest force on any atom   9.813 eV/A
Total charge   0
Highest occupied orbital energy   -9.67 eV

Entry 3:
Entry from OMol25: a gas-phase ion, C5H6N (charge +1) (ωB97M-V with the def2-TZVPD basis set).

Element x y z (Å)
C: -1.45 0.72 0.42
C: -1.84 -0.11 -0.52
C: -0.77 -0.55 0.41
N: 0.68 -0.58 -0.33
C: 1.88 -0.16 0.38
C: 1.41 0.70 -0.48
H: -1.21 1.68 0.87
H: -2.28 -0.48 -1.45
H: -0.83 -1.31 1.15
H: 0.81 -1.44 -0.97
H: 2.25 -0.23 1.34
H: 1.34 1.76 -0.83

Results
LUMO   -4.28 eV
Total energy   -6759.164 eV
Kohn-Sham gap   10.6 eV
Structure (SMILES)   C1=CC1[NH+]1C=C1
Strongest force on any atom   3.214 eV/A
Total charge   +1
Highest occupied orbital energy   -14.93 eV

Entry 4:
Entry from OMol25: 7 unconnected molecules or ions with the total composition C34H102N15O7P5S2 (ωB97M-V with the def2-TZVPD basis set).

Element x y z (Å)
O: 6.14 -5.70 -1.77
P: 5.18 -5.43 -0.67
N: 3.73 -4.86 -1.35
C: 3.82 -3.79 -2.33
C: 2.38 -5.26 -0.93
N: 5.46 -4.27 0.53
C: 6.78 -3.64 0.59
C: 4.38 -3.51 1.19
N: 4.64 -6.79 0.21
C: 4.19 -7.96 -0.50
C: 5.26 -6.95 1.55
H: 4.86 -3.60 -2.58
H: 3.34 -2.90 -1.90
H: 3.38 -4.07 -3.29
H: 2.36 -6.32 -0.72
H: 1.76 -5.21 -1.83
H: 1.90 -4.63 -0.18
H: 6.99 -2.93 -0.21
H: 6.91 -3.14 1.55
H: 7.51 -4.45 0.70
H: 3.89 -2.92 0.42
H: 3.71 -4.23 1.66
H: 4.73 -2.96 2.06
H: 4.90 -8.80 -0.48
H: 3.26 -8.35 -0.08
H: 4.14 -7.74 -1.57
H: 5.23 -7.96 1.93
H: 4.70 -6.26 2.19
H: 6.31 -6.63 1.49
O: -3.90 3.19 -1.12
P: -4.33 3.13 -2.53
N: -5.94 2.58 -2.67
C: -6.50 1.77 -1.62
C: -6.80 2.83 -3.81
N: -3.37 2.13 -3.51
C: -1.95 2.43 -3.34
C: -3.69 0.72 -3.70
N: -4.33 4.56 -3.42
C: -4.79 5.77 -2.74
C: -4.18 4.62 -4.88
H: -7.32 1.11 -1.93
H: -7.05 2.45 -0.95
H: -5.80 1.19 -1.03
H: -7.00 1.97 -4.45
H: -6.42 3.64 -4.42
H: -7.77 3.17 -3.42
H: -1.34 1.92 -4.09
H: -1.72 3.49 -3.32
H: -1.51 2.06 -2.40
H: -3.55 0.21 -2.74
H: -4.69 0.54 -4.07
H: -2.92 0.33 -4.37
H: -4.50 5.75 -1.69
H: -4.32 6.64 -3.21
H: -5.88 5.87 -2.80
H: -3.26 5.18 -5.04
H: -5.06 5.02 -5.39
H: -4.03 3.61 -5.26
O: -3.50 0.17 7.88
P: -3.73 -0.99 6.98
N: -5.38 -1.30 6.75
C: -5.86 -2.42 5.97
C: -6.15 -1.04 7.99
N: -2.96 -2.42 7.38
C: -2.74 -3.48 6.40
C: -2.70 -2.78 8.78
N: -3.08 -0.54 5.47
C: -3.94 -0.05 4.37
C: -1.74 -0.02 5.56
H: -5.28 -2.43 5.04
H: -6.87 -2.30 5.59
H: -5.65 -3.40 6.39
H: -6.26 -1.99 8.52
H: -7.15 -0.67 7.74
H: -5.60 -0.34 8.61
H: -1.74 -3.90 6.55
H: -3.50 -4.26 6.50
H: -2.76 -3.06 5.40
H: -3.25 -2.07 9.39
H: -3.17 -3.73 9.07
H: -1.63 -2.72 8.96
H: -3.37 -0.10 3.45
H: -4.78 -0.73 4.28
H: -4.42 0.88 4.69
H: -1.13 -0.53 6.30
H: -1.80 0.99 6.00
H: -1.32 0.16 4.57
O: 0.54 0.03 -4.96
P: 1.80 0.53 -5.54
N: 2.45 -0.64 -6.51
C: 3.81 -0.61 -7.04
C: 1.94 -2.02 -6.50
N: 2.92 0.95 -4.36
C: 3.00 0.03 -3.24
C: 4.08 1.77 -4.64
N: 1.54 1.94 -6.41
C: 1.03 3.16 -5.81
C: 1.81 2.00 -7.87
H: 3.96 0.15 -7.80
H: 4.11 -1.57 -7.47
H: 4.61 -0.54 -6.29
H: 2.26 -2.61 -7.36
H: 0.86 -2.03 -6.41
H: 2.33 -2.58 -5.64
H: 2.90 -1.01 -3.58
H: 3.93 0.18 -2.69
H: 2.16 0.28 -2.58
H: 4.56 2.18 -3.75
H: 4.73 1.29 -5.38
H: 3.78 2.68 -5.17
H: 1.43 4.02 -6.35
H: -0.06 3.07 -5.83
H: 1.42 3.24 -4.79
H: 1.57 2.98 -8.27
H: 1.16 1.28 -8.38
H: 2.82 1.67 -8.06
O: -0.45 2.50 0.58
P: 0.57 3.56 0.74
N: 1.21 3.68 2.29
C: 2.26 2.68 2.68
C: 0.20 3.84 3.34
N: -0.08 5.09 0.52
C: -1.46 5.31 0.15
C: 0.73 6.30 0.64
N: 1.83 3.53 -0.36
C: 1.37 3.43 -1.74
C: 3.17 4.13 -0.30
H: 2.88 2.48 1.82
H: 1.76 1.77 3.02
H: 2.74 3.17 3.52
H: 0.51 4.72 3.91
H: 0.05 2.95 3.95
H: -0.78 4.11 2.94
H: -1.62 5.34 -0.93
H: -2.10 4.51 0.52
H: -1.85 6.25 0.54
H: 0.81 6.80 -0.34
H: 0.19 7.09 1.18
H: 1.65 6.06 1.14
H: 0.56 2.70 -1.86
H: 0.78 4.34 -1.96
H: 2.18 3.13 -2.39
H: 3.68 3.82 0.61
H: 3.09 5.22 -0.21
H: 3.79 4.03 -1.19
C: 0.89 -2.84 6.16
S: 2.07 -1.83 5.17
O: 3.42 -1.91 5.81
C: 2.11 -2.86 3.65
H: 0.02 -3.05 5.53
H: 0.53 -2.21 6.97
H: 1.42 -3.72 6.52
H: 1.09 -2.89 3.26
H: 2.46 -3.86 3.89
H: 2.55 -2.41 2.77
C: -0.07 -0.39 -0.92
S: -0.88 -1.55 0.23
O: -0.01 -2.75 0.52
C: -0.83 -0.50 1.69
H: 0.93 -0.10 -0.59
H: -0.73 0.47 -1.06
H: 0.00 -0.76 -1.94
H: 0.11 0.06 1.78
H: -1.03 -1.05 2.61
H: -1.60 0.24 1.48

Results
LUMO   0.44 eV
Total energy   -141713.961 eV
Kohn-Sham gap   8.5 eV
Strongest force on any atom   2.934 eV/A
Total charge   0
Highest occupied orbital energy   -8.09 eV